# 1
{"formula": "C2HF2I2N", "method": "ωB97M-V/def2-TZVPD", "orbital_gap_ev": 8.666, "e_above_lowest_kcal_mol": 28.52, "species": ["H", "N", "C", "I", "C", "F", "F", "I"], "xyz": [[2.23, 0.78, 1.03], [1.24, 0.92, 0.62], [0.57, -0.30, 0.17], [0.81, -2.30, 0.56], [-0.75, 0.03, -0.54], [-1.41, -1.04, -0.94], [-0.65, 0.79, -1.70], [-2.04, 1.11, 0.81]], "nbo_charge": [0.3640, -0.5591, -0.0562, 0.2771, 0.5237, -0.3262, -0.3382, 0.1150]}

# 2
{"formula": "C3H8N2O", "method": "ωB97M-V/def2-TZVPD", "orbital_gap_ev": 9.641, "e_above_lowest_kcal_mol": 113.98, "species": ["H", "N", "C", "N", "H", "H", "H", "C", "C", "O", "H", "H", "H", "H"], "xyz": [[1.33, 0.22, -1.90], [1.20, 0.19, -0.84], [2.35, 0.56, -0.38], [3.31, 0.16, 0.65], [2.56, 1.57, -0.66], [3.06, -0.23, 1.61], [4.04, 0.87, 0.75], [-3.46, 0.09, 0.04], [-2.43, -0.86, 0.13], [-1.26, -0.32, 0.42], [-4.50, -0.24, -0.30], [-3.42, 1.03, 0.68], [-2.39, -1.82, -0.54], [-0.90, 0.02, -0.36]], "nbo_charge": [0.3777, -0.7970, 0.3429, -0.8345, 0.1290, 0.4049, 0.3821, -0.4809, 0.1351, -0.7229, 0.1911, 0.2077, 0.1625, 0.5023]}

# 3
{"formula": "C81H84Cl4CuN6O10", "method": "ωB97M-V/def2-TZVPD", "orbital_gap_ev": 3.995, "charge": 1, "species": ["C", "N", "C", "C", "C", "C", "C", "C", "C", "C", "N", "C", "C", "C", "H", "H", "H", "H", "H", "H", "H", "H", "H", "H", "H", "H", "H", "H", "C", "N", "C", "C", "C", "C", "C", "C", "C", "C", "N", "C", "C", "C", "H", "H", "H", "H", "H", "H", "H", "H", "H", "H", "H", "H", "H", "H", "Cu", "C", "O", "H", "H", "H", "C", "O", "H", "H", "H", "C", "O", "H", "H", "H", "O", "H", "Cl", "C", "C", "Cl", "H", "H", "H", "H", "Cl", "C", "C", "Cl", "H", "H", "H", "H", "C", "C", "C", "C", "N", "H", "H", "H", "H", "H", "H", "H", "C", "C", "C", "C", "N", "H", "H", "H", "H", "H", "H", "H", "C", "C", "C", "C", "C", "C", "C", "O", "C", "C", "C", "C", "C", "C", "C", "O", "H", "H", "H", "H", "H", "H", "H", "H", "C", "C", "C", "C", "C", "C", "C", "O", "C", "C", "C", "C", "C", "C", "C", "O", "H", "H", "H", "H", "H", "H", "H", "H", "C", "C", "C", "C", "C", "C", "C", "O", "C", "C", "C", "C", "C", "C", "C", "O", "H", "H", "H", "H", "H", "H", "H", "H"], "xyz": [[-3.57, 0.72, 1.30], [-2.13, 0.52, 0.92], [-1.86, -0.24, -0.15], [-0.53, -0.57, -0.40], [0.53, 0.08, 0.30], [0.14, 0.94, 1.33], [-1.18, 1.19, 1.61], [1.95, 0.02, -0.18], [2.69, 1.18, -0.45], [3.89, 1.12, -1.15], [4.36, -0.11, -1.45], [3.76, -1.26, -1.15], [2.52, -1.20, -0.50], [5.68, -0.18, -2.09], [-3.86, 1.55, 0.66], [-3.63, 0.98, 2.35], [-4.04, -0.24, 1.09], [-2.67, -0.50, -0.80], [-0.21, -1.21, -1.20], [0.83, 1.62, 1.81], [-1.44, 1.94, 2.35], [2.21, 2.12, -0.24], [4.40, 2.04, -1.39], [4.26, -2.19, -1.36], [1.92, -2.06, -0.25], [5.59, -0.56, -3.11], [6.21, -0.88, -1.46], [6.26, 0.74, -2.04], [-5.00, 6.29, 0.16], [-5.38, 5.11, -0.58], [-6.41, 4.38, -0.19], [-6.73, 3.20, -0.86], [-5.95, 2.72, -1.92], [-4.97, 3.61, -2.36], [-4.67, 4.80, -1.70], [-5.95, 1.42, -2.58], [-7.16, 0.83, -2.94], [-7.11, -0.45, -3.45], [-5.96, -1.13, -3.62], [-4.76, -0.56, -3.32], [-4.77, 0.76, -2.87], [-5.99, -2.51, -4.21], [-5.59, 6.41, 1.08], [-5.11, 7.06, -0.60], [-3.99, 6.04, 0.47], [-7.01, 4.76, 0.63], [-7.46, 2.54, -0.42], [-4.38, 3.48, -3.25], [-3.78, 5.38, -1.90], [-8.16, 1.22, -2.83], [-7.95, -1.09, -3.67], [-3.83, -1.10, -3.35], [-3.81, 1.22, -2.67], [-5.07, -2.58, -4.78], [-6.84, -2.63, -4.89], [-5.90, -3.21, -3.37], [-2.10, 4.15, 0.53], [-4.12, 3.63, 3.52], [-3.63, 4.10, 2.30], [-4.52, 2.62, 3.44], [-3.30, 3.57, 4.24], [-4.87, 4.24, 4.03], [-5.05, -3.00, -0.50], [-3.82, -2.48, -0.92], [-5.31, -3.84, -1.13], [-5.03, -3.42, 0.51], [-5.84, -2.25, -0.44], [1.44, 4.27, 1.86], [0.40, 4.08, 0.91], [1.64, 5.33, 2.00], [1.12, 3.81, 2.79], [2.32, 3.69, 1.59], [-2.02, 2.85, -1.41], [-1.27, 2.25, -1.56], [0.85, -4.01, -2.09], [-0.86, -4.44, -1.78], [-1.75, -4.37, -3.07], [-1.62, -5.77, -4.16], [-1.28, -3.79, -1.01], [-0.84, -5.40, -1.25], [-1.71, -3.47, -3.70], [-2.80, -4.28, -2.79], [5.07, 3.67, 0.46], [4.42, 5.19, -0.09], [5.45, 6.16, -0.53], [4.81, 7.57, -1.42], [3.84, 5.61, 0.73], [3.81, 4.87, -0.93], [6.28, 5.71, -1.07], [5.93, 6.47, 0.39], [-1.29, -2.46, 2.45], [-2.50, -2.92, 3.27], [-3.15, -4.20, 2.82], [-2.53, -5.35, 3.55], [-2.09, -6.29, 4.13], [-0.61, -3.31, 2.52], [-0.74, -1.61, 2.85], [-1.38, -2.43, 1.36], [-3.26, -2.14, 3.23], [-2.23, -2.98, 4.32], [-2.97, -4.44, 1.77], [-4.21, -4.30, 3.02], [7.12, 0.18, -6.19], [8.21, -0.97, -6.23], [7.78, -2.33, -5.72], [7.59, -2.38, -4.24], [7.48, -2.31, -3.08], [6.81, 0.66, -5.27], [6.27, -0.28, -6.70], [7.49, 0.93, -6.89], [9.03, -0.72, -5.55], [8.55, -0.96, -7.26], [8.43, -3.15, -6.01], [6.78, -2.56, -6.10], [0.43, 0.92, -3.36], [-0.83, 0.71, -3.93], [-1.06, -0.36, -4.72], [-0.03, -1.29, -4.98], [1.23, -1.07, -4.42], [1.44, 0.01, -3.61], [2.39, -1.91, -4.88], [3.51, -1.70, -4.53], [2.06, -3.18, -5.65], [2.96, -4.25, -5.81], [2.67, -5.48, -6.46], [1.40, -5.66, -7.08], [0.49, -4.64, -6.89], [0.71, -3.40, -6.20], [-0.37, -2.47, -5.88], [-1.53, -2.77, -6.22], [0.53, 1.75, -2.68], [-1.64, 1.33, -3.57], [-2.05, -0.52, -5.14], [2.42, 0.34, -3.29], [3.96, -4.13, -5.41], [3.40, -6.27, -6.57], [1.17, -6.56, -7.63], [-0.48, -4.82, -7.31], [-4.21, -1.55, 7.30], [-4.41, -1.10, 8.63], [-3.74, 0.07, 9.00], [-2.83, 0.76, 8.13], [-2.67, 0.22, 6.80], [-3.37, -0.90, 6.38], [-1.71, 0.91, 5.84], [-1.45, 0.34, 4.74], [-1.17, 2.25, 6.19], [-0.54, 3.01, 5.22], [-0.02, 4.26, 5.60], [-0.17, 4.78, 6.92], [-0.80, 4.02, 7.86], [-1.38, 2.81, 7.51], [-2.19, 2.04, 8.60], [-2.30, 2.45, 9.73], [-4.65, -2.45, 6.90], [-5.16, -1.59, 9.23], [-3.93, 0.29, 10.04], [-3.22, -1.13, 5.34], [-0.19, 2.64, 4.26], [0.45, 4.92, 4.89], [0.13, 5.79, 7.17], [-0.83, 4.50, 8.82], [5.02, -4.63, 0.59], [6.25, -3.88, 0.36], [6.35, -2.60, 0.83], [5.30, -1.97, 1.53], [4.10, -2.67, 1.75], [3.99, -3.99, 1.26], [3.03, -1.97, 2.54], [1.98, -2.61, 2.68], [3.30, -0.61, 3.10], [2.38, 0.07, 3.86], [2.64, 1.36, 4.38], [3.83, 2.01, 4.11], [4.75, 1.49, 3.18], [4.49, 0.14, 2.73], [5.55, -0.52, 1.92], [6.51, 0.14, 1.50], [4.98, -5.62, 0.17], [7.08, -4.27, -0.20], [7.26, -2.10, 0.54], [3.14, -4.60, 1.52], [1.46, -0.36, 4.22], [1.93, 1.81, 5.06], [4.02, 2.91, 4.69], [5.65, 2.03, 2.95]], "mulliken_charge": [-0.6939, 1.8276, -0.8349, -0.4536, 0.7366, -0.8740, -0.0213, 1.3001, -0.5826, -1.3515, 0.9495, -0.7703, -1.2087, -1.1299, 0.2615, -0.2625, 0.1216, 0.3379, -0.0710, -0.2282, 0.6584, 0.7183, 0.7280, 0.5238, 0.6011, 0.2785, 0.2337, 0.4863, -0.7961, 0.0831, -0.2106, -0.8803, 0.5925, -0.2209, -0.5859, 0.8157, -0.7280, -0.3901, 0.2408, -1.0250, 0.1503, -0.8390, 0.3204, 0.3764, 0.2266, 0.3878, 0.4743, 0.4834, 0.4914, 0.5388, 0.4497, 0.8686, -0.0513, 0.3487, 0.4201, 0.2030, 0.8136, -0.7038, -0.6358, 0.2511, -0.0967, 0.3737, -0.9944, -0.1127, 0.2530, 0.0573, 0.2094, 1.0078, -0.9319, 0.5021, -0.9463, -0.5765, -0.5585, -0.2805, -0.0696, 0.3430, 0.6077, -0.1981, -0.6669, 0.5283, -0.6277, 0.0803, -0.0629, -0.3453, -0.5171, -0.1871, 0.2837, 0.3404, 0.3126, 0.3275, -0.2001, -0.1702, -0.4082, -0.0875, -0.5090, 0.5289, -0.1862, -0.0975, 0.0277, 0.5851, 0.0201, 0.5450, -0.9411, -0.4996, -0.3554, 0.3570, -0.4790, 0.2277, 0.2551, 0.3631, 0.3034, 0.3488, 0.3888, 0.1224, -1.9007, -0.7498, -0.8099, 0.5394, 0.6044, -0.3602, 0.0219, -0.5158, 0.6962, -0.6507, -0.6700, -0.6736, -0.5130, 0.4435, 0.6913, -0.7249, 0.8014, 0.4388, 0.6847, 0.8742, 0.4221, 0.4417, 0.4334, 0.4257, -0.4272, -0.8425, -0.6887, 0.3044, 0.6497, -0.6160, -0.2810, -0.2299, 1.0096, 0.5140, -0.8325, -0.7582, -0.6268, 0.2943, 0.2974, -0.6341, 0.4331, 0.4044, 0.4028, 0.4970, -0.3834, 0.6039, 0.4153, 0.4361, -0.8891, -0.4756, -0.8034, 0.5344, 0.5801, -0.3736, 0.7079, -0.7283, -0.2074, -0.2422, -0.4603, -1.0638, -0.6817, 0.7915, 0.0415, -0.7224, 0.4484, 0.4313, 0.4512, 0.6108, 0.4588, 0.6163, 0.4508, 0.6887]}

# 4
{"formula": "C18H28BBaBr14O8", "method": "ωB97M-V/def2-TZVPD", "orbital_gap_ev": 2.424, "charge": 1, "e_above_lowest_kcal_mol": 137.53, "species": ["Ba", "O", "C", "O", "B", "O", "C", "O", "O", "C", "O", "C", "O", "O", "Br", "C", "C", "Br", "H", "H", "H", "H", "Br", "C", "C", "Br", "H", "H", "H", "H", "Br", "C", "C", "Br", "H", "H", "H", "H", "Br", "C", "C", "Br", "H", "H", "H", "H", "Br", "C", "C", "Br", "H", "H", "H", "H", "Br", "C", "C", "Br", "H", "H", "H", "H", "Br", "C", "C", "Br", "H", "H", "H", "H"], "xyz": [[10.28, 0.77, -1.45], [-0.42, 0.09, 0.42], [0.54, 0.77, 0.02], [1.67, 0.23, -0.32], [2.73, 1.34, -0.56], [1.94, 2.56, -0.35], [0.64, 2.31, -0.20], [-0.27, 3.07, -0.12], [3.41, 1.16, -1.95], [4.69, 1.14, -1.77], [5.61, 1.16, -2.64], [4.99, 1.33, -0.31], [3.86, 1.42, 0.34], [6.14, 1.26, 0.12], [-6.08, 3.37, 5.84], [-4.33, 3.00, 4.82], [-4.37, 1.58, 4.30], [-4.70, 0.28, 5.86], [-3.46, 3.31, 5.39], [-4.36, 3.73, 4.01], [-3.47, 1.24, 3.79], [-5.19, 1.53, 3.58], [5.92, -3.47, 0.01], [4.05, -4.04, -0.52], [3.73, -5.39, -0.05], [2.69, -6.30, -1.54], [3.96, -3.94, -1.61], [3.36, -3.31, -0.11], [3.13, -5.50, 0.86], [4.57, -6.07, 0.10], [-4.45, -4.50, 2.70], [-3.05, -4.59, 4.13], [-1.78, -4.74, 3.34], [-0.21, -5.30, 4.58], [-3.23, -5.47, 4.74], [-3.01, -3.64, 4.67], [-1.42, -3.82, 2.89], [-1.76, -5.45, 2.51], [-4.05, -1.03, -3.45], [-2.49, -2.34, -3.74], [-2.95, -3.81, -3.58], [-3.92, -4.10, -5.25], [-1.81, -2.02, -2.95], [-2.18, -1.98, -4.72], [-3.67, -3.92, -2.77], [-2.18, -4.58, -3.54], [-7.21, 6.30, -2.09], [-5.80, 4.95, -2.11], [-4.52, 5.51, -2.86], [-3.73, 7.23, -2.05], [-6.18, 4.06, -2.62], [-5.48, 4.81, -1.07], [-4.89, 5.72, -3.87], [-3.85, 4.67, -2.69], [0.74, -0.72, 5.44], [2.47, 0.23, 5.00], [3.71, -0.52, 5.49], [4.06, -2.25, 4.59], [2.57, 1.21, 5.47], [2.52, 0.31, 3.92], [3.56, -0.85, 6.52], [4.65, 0.03, 5.48], [0.10, 2.54, -5.42], [1.92, 3.28, -5.58], [2.70, 2.23, -6.39], [4.42, 2.98, -6.92], [2.39, 3.61, -4.65], [1.64, 4.13, -6.21], [2.17, 1.79, -7.23], [2.93, 1.45, -5.67]], "nbo_charge": [1.9904, -0.5602, 0.6621, -0.6500, 1.1813, -0.6789, 0.6911, -0.5102, -0.5994, 0.6783, -0.6419, 0.7019, -0.6189, -0.6467, -0.0504, -0.4039, -0.4053, -0.0581, 0.2249, 0.2294, 0.2385, 0.2253, -0.0972, -0.4096, -0.4192, -0.0403, 0.2434, 0.2436, 0.2437, 0.2357, -0.0174, -0.4354, -0.3767, -0.0983, 0.2354, 0.2381, 0.2267, 0.2274, -0.0758, -0.3864, -0.4564, -0.0200, 0.2265, 0.2351, 0.2411, 0.2358, -0.0154, -0.4508, -0.3952, -0.0450, 0.2331, 0.2238, 0.2225, 0.2269, -0.0039, -0.4292, -0.4370, -0.0388, 0.2287, 0.2273, 0.2276, 0.2256, -0.0147, -0.4311, -0.4448, -0.0361, 0.2363, 0.2263, 0.2401, 0.2246]}

# 5
{"formula": "C3H3Cl3IN3", "method": "ωB97M-V/def2-TZVPD", "orbital_gap_ev": 8.999, "e_above_lowest_kcal_mol": 20.48, "species": ["C", "C", "C", "N", "N", "N", "Cl", "Cl", "Cl", "I", "H", "H", "H"], "xyz": [[2.94, -0.70, 1.07], [-0.99, 0.82, -0.58], [-2.14, 0.37, 0.23], [-1.25, 1.05, -2.97], [-1.13, 0.98, -1.87], [2.01, -0.76, 0.20], [-3.54, -0.04, -0.73], [-1.53, -1.11, 1.15], [-2.58, 1.54, 1.48], [1.60, -2.50, -0.71], [3.51, -1.49, 1.56], [3.19, 0.41, 1.35], [-0.10, 1.42, -0.19]], "nbo_charge": [-0.0595, -0.3472, -0.1110, 0.0439, 0.0930, -0.5766, 0.0580, -0.0307, 0.0226, 0.2772, 0.1756, 0.1842, 0.2705]}

# 6
{"formula": "CH2O2S", "method": "ωB97M-V/def2-TZVPD", "orbital_gap_ev": 9.285, "e_above_lowest_kcal_mol": 25.63, "species": ["O", "C", "O", "S", "H", "H"], "xyz": [[-0.26, -1.03, -1.02], [0.05, -0.03, -0.24], [0.81, 0.87, -0.90], [-0.36, 0.11, 1.27], [-0.40, -0.90, -1.93], [1.46, 0.54, -1.55]], "nbo_charge": [-0.6809, 0.4340, -0.7038, -0.0387, 0.4972, 0.4923]}

What are the LUMO values for these records? In order: -1.09; 0.76; -4.09; -7.86; 0.10; 0.20 eV.